*i*
DFT (wB97M-V/def2-TZVPD) results for C25H23NO in the gas phase.

Gap between HOMO and LUMO   8.09 eV
Spin multiplicity   1
HOMO   -0.2931 Ha
SMILES string   C=CCCCn1cc(C(=O)c2ccc(C)c3ccccc23)c2ccccc21

Atoms and positions in Å:
C1 1.661 1.606 -5.077
C2 0.359 1.322 -5.339
C3 -0.540 0.518 -4.453
C4 -1.725 1.385 -4.020
C5 -1.297 2.511 -3.038
N1 -1.132 2.001 -1.645
C6 -2.044 1.200 -0.916
C7 -1.488 0.812 0.270
C8 -2.173 -0.084 1.219
O1 -3.408 -0.072 1.283
C9 -1.462 -0.852 2.249
C10 -1.813 -0.720 3.616
C11 -1.082 -1.364 4.643
C12 -0.007 -2.226 4.344
C13 0.656 -2.959 5.480
C14 0.341 -2.408 2.985
C15 1.305 -3.325 2.628
C16 1.659 -3.524 1.304
C17 1.077 -2.782 0.298
C18 0.065 -1.879 0.577
C19 -0.366 -1.676 1.932
C20 -0.179 1.414 0.359
C21 0.796 1.375 1.349
C22 2.020 1.937 1.088
C23 2.274 2.562 -0.153
C24 1.250 2.656 -1.104
C25 0.019 2.077 -0.874
H1 2.232 1.286 -4.216
H2 2.178 2.154 -5.857
H3 -0.052 1.628 -6.280
H4 0.050 0.188 -3.598
H5 -0.926 -0.337 -5.040
H6 -2.201 1.852 -4.883
H7 -2.507 0.782 -3.575
H8 -0.350 2.954 -3.365
H9 -2.054 3.318 -3.053
H10 -3.038 0.882 -1.263
H11 -2.614 -0.099 3.954
H12 -1.431 -1.185 5.662
H13 0.523 -4.024 5.374
H14 1.736 -2.797 5.469
H15 0.303 -2.604 6.480
H16 1.802 -3.948 3.329
H17 2.451 -4.277 1.081
H18 1.349 -2.919 -0.736
H19 -0.348 -1.296 -0.254
H20 0.617 0.912 2.283
H21 2.772 1.929 1.888
H22 3.270 2.957 -0.365
H23 1.469 3.139 -2.042

---

*ii*
DFT (wB97M-V/def2-TZVPD) results for C25H23NO in the gas phase.

Gap between HOMO and LUMO   9.12 eV
Spin multiplicity   1
HOMO   -0.3094 Ha
SMILES string   Cc1ccc(C)c(NC(=O)[C@@H]2C[C@H]3c4ccccc4[C@@H]2c2ccccc23)c1

Atoms and positions in Å:
C1 -5.402 1.491 1.622
C2 -4.610 0.537 0.780
C3 -5.237 -0.276 -0.157
C4 -4.500 -1.149 -0.932
C5 -3.121 -1.264 -0.800
C6 -2.348 -2.170 -1.702
C7 -2.498 -0.480 0.172
N1 -1.104 -0.520 0.390
C8 -0.348 -1.622 0.617
O1 -0.786 -2.752 0.660
C9 1.142 -1.341 0.805
C10 1.459 -0.295 1.888
C11 2.321 0.843 1.289
C12 3.543 0.188 0.709
C13 4.853 0.430 1.074
C14 5.871 -0.272 0.445
C15 5.578 -1.206 -0.533
C16 4.263 -1.453 -0.899
C17 3.249 -0.752 -0.278
C18 1.777 -0.893 -0.546
C19 1.268 0.482 -0.861
C20 0.569 0.857 -1.993
C21 0.142 2.170 -2.122
C22 0.413 3.096 -1.129
C23 1.123 2.726 0.004
C24 1.553 1.419 0.134
C25 -3.238 0.421 0.930
H1 -6.196 1.951 1.038
H2 -5.864 0.959 2.454
H3 -4.766 2.272 2.031
H4 -6.307 -0.211 -0.288
H5 -5.004 -1.754 -1.672
H6 -2.964 -2.497 -2.536
H7 -1.467 -1.657 -2.088
H8 -2.002 -3.043 -1.150
H9 -0.669 0.381 0.531
H10 1.590 -2.303 1.072
H11 2.012 -0.760 2.706
H12 0.545 0.127 2.313
H13 2.565 1.591 2.046
H14 5.081 1.157 1.839
H15 6.898 -0.087 0.722
H16 6.379 -1.748 -1.016
H17 4.034 -2.184 -1.660
H18 1.559 -1.617 -1.333
H19 0.358 0.135 -2.768
H20 -0.406 2.471 -3.002
H21 0.074 4.116 -1.238
H22 1.342 3.450 0.775
H23 -2.724 1.038 1.655

---

Which one sits at the bottom of the stability order? *i* does.

---

*i*
DFT (wB97M-V/def2-TZVPD) results for 2 unconnected molecules or ions with the total composition C5H15N3O2.

Gap between HOMO and LUMO (alpha / beta)   7.76 / 7.51 eV
Spin multiplicity   1
HOMO (alpha / beta)   -0.2566 / -0.2480 Ha

Atoms and positions in Å:
C1 -1.400 -0.734 1.877
C2 -0.010 -0.483 -0.411
C3 -0.976 -0.044 3.134
N1 -1.207 -0.263 -1.178
O1 -2.660 -0.395 1.387
H1 -2.820 0.543 1.550
H2 -1.322 -1.817 1.881
H3 -1.254 -0.898 -1.968
H4 -2.045 -0.368 -0.613
H5 0.326 -1.477 -0.137
H6 -0.214 -0.060 0.745
H7 -1.677 -0.225 3.962
H8 -0.927 1.043 3.002
H9 -0.004 -0.417 3.464
C4 2.344 0.743 -0.115
C5 1.229 0.498 -1.102
N2 0.905 -0.388 -3.243
O2 0.597 1.672 -1.536
N3 1.481 -0.511 -2.005
H10 -0.355 1.443 -1.598
H11 0.632 0.559 -3.510
H12 1.483 -0.837 -3.942
H13 2.734 -0.199 0.266
H14 1.979 1.358 0.706
H15 3.163 1.258 -0.616

---

*ii*
DFT (wB97M-V/def2-TZVPD) results for 2 unconnected molecules or ions with the total composition C5H15N3O2.

Gap between HOMO and LUMO   8.89 eV
Spin multiplicity   1
HOMO   -0.2963 Ha
SMILES string   CC(C)(C)O.NC(N)=NO

Atoms and positions in Å:
C1 0.252 -1.628 -1.302
C2 -0.276 -1.627 0.125
C3 -0.763 -2.999 0.563
C4 0.769 -1.070 1.087
O1 -1.483 -0.747 0.208
H1 0.517 -0.612 -1.578
H2 -0.495 -2.017 -1.993
H3 1.137 -2.258 -1.369
H4 0.060 -3.658 0.814
H5 -1.402 -2.779 1.435
H6 -1.399 -3.463 -0.192
H7 1.083 -0.085 0.754
H8 1.628 -1.736 1.123
H9 0.350 -0.990 2.087
H10 -1.716 -0.479 -0.686
N1 0.283 3.827 0.152
C5 0.064 2.478 0.065
N2 -0.757 1.921 1.005
N3 0.666 1.706 -0.770
O2 1.586 2.413 -1.618
H11 0.795 4.232 -0.614
H12 -0.395 4.408 0.611
H13 -1.490 2.511 1.361
H14 -1.021 0.951 0.842
H15 2.008 1.700 -2.109

---

Which one sits at the bottom of the stability order? *i* does.

---

*i*
DFT (wB97M-V/def2-TZVPD) results for CH2O2S in the gas phase.

Gap between HOMO and LUMO   10.33 eV
Spin multiplicity   1
HOMO   -0.3646 Ha
SMILES string   SC1OO1

Atoms and positions in Å:
S1 -1.086 -0.249 -0.336
C1 0.752 0.301 -0.110
O1 0.928 1.257 0.756
O2 1.368 -0.154 1.018
H1 -1.630 0.756 0.259
H2 1.281 0.349 -1.017

---

*ii*
DFT (wB97M-V/def2-TZVPD) results for CH2O2S in the gas phase.

Gap between HOMO and LUMO   9.53 eV
Spin multiplicity   1
HOMO   -0.3644 Ha
SMILES string   O=COS

Atoms and positions in Å:
O1 -1.953 0.241 -0.555
C1 -0.886 0.091 -0.044
O2 0.144 -0.209 -0.841
S1 1.838 -0.192 -0.413
H1 -0.463 0.024 0.999
H2 1.321 0.045 0.854

---

Which one sits at the bottom of the stability order? *i* does.

---

*i*
DFT (wB97M-V/def2-TZVPD) results for CH2ClNO in the gas phase.

Gap between HOMO and LUMO (alpha / beta)   8.71 / 7.54 eV
Spin multiplicity   1
HOMO (alpha / beta)   -0.3243 / -0.2973 Ha

Atoms and positions in Å:
C1 0.387 -0.828 -0.386
N1 -0.194 1.345 0.109
O1 -0.023 0.016 0.445
Cl1 -1.374 1.829 1.233
H1 0.575 -0.490 -1.315
H2 0.628 -1.872 -0.086

---

*ii*
DFT (wB97M-V/def2-TZVPD) results for CH2ClNO in the gas phase.

Gap between HOMO and LUMO   8.96 eV
Spin multiplicity   1
HOMO   -0.3394 Ha
SMILES string   O=NCCl

Atoms and positions in Å:
O1 1.984 -0.323 0.113
N1 0.925 -0.763 0.362
C1 -0.402 0.292 -0.089
Cl1 -1.821 -0.528 0.615
H1 -0.542 0.003 -1.100
H2 -0.144 1.319 0.099

---

Which one sits at the bottom of the stability order? *i* does.

---

*i*
DFT (wB97M-V/def2-TZVPD) results for a molecular structure, C3H5FOS.

Gap between HOMO and LUMO (alpha / beta)   7.93 / 7.92 eV
Spin multiplicity   1
HOMO (alpha / beta)   -0.3197 / -0.3197 Ha

Atoms and positions in Å:
C1 -1.340 -0.885 -1.153
C2 -0.982 -0.555 0.079
C3 1.842 0.638 0.754
O1 -0.817 1.886 -0.362
F1 -0.769 -1.632 0.872
S1 -0.547 0.941 0.769
H1 -1.656 -0.374 -2.054
H2 -1.337 -1.996 -1.370
H3 1.704 0.744 -0.232
H4 2.046 -0.239 1.292
H5 1.855 1.473 1.403

---

*ii*
DFT (wB97M-V/def2-TZVPD) results for 2 unconnected molecules or ions with the total composition C3H5FOS.

Gap between HOMO and LUMO   9.07 eV
Spin multiplicity   1
HOMO   -0.3437 Ha

Atoms and positions in Å:
C1 -1.161 -1.252 -0.460
C2 0.975 1.088 -0.287
C3 -1.069 -0.424 0.572
O1 2.787 -0.400 0.393
F1 -1.815 0.706 0.522
S1 2.069 0.791 0.821
H1 -0.856 -2.313 -0.464
H2 -1.733 -0.842 -1.361
H3 0.480 1.993 0.085
H4 0.886 0.938 -1.331
H5 -0.564 -0.285 1.510

---

Which one sits at the bottom of the stability order? *i* does.

---

*i*
DFT (wB97M-V/def2-TZVPD) results for C3H5FOS in the gas phase.

Gap between HOMO and LUMO   9.38 eV
Spin multiplicity   1
HOMO   -0.3274 Ha
SMILES string   C[C@H](F)C(O)=S

Atoms and positions in Å:
C1 -1.083 -0.019 0.632
C2 -0.146 -0.486 -0.467
F1 -0.005 -1.869 -0.524
C3 1.322 0.074 -0.196
O1 1.337 1.354 -0.487
S1 2.528 -0.836 0.216
H1 -0.711 -0.139 1.659
H2 -1.960 -0.661 0.498
H3 -1.293 1.066 0.411
H4 -0.448 -0.234 -1.480
H5 0.459 1.749 -0.262

---

*ii*
DFT (wB97M-V/def2-TZVPD) results for C3H5FOS in the gas phase.

Gap between HOMO and LUMO   9.15 eV
Spin multiplicity   1
HOMO   -0.3227 Ha
SMILES string   FCCOC=S

Atoms and positions in Å:
F1 2.301 -1.078 -0.028
C1 1.648 0.154 0.182
C2 0.241 -0.371 -0.206
O1 -0.620 0.817 0.023
C3 -1.859 0.499 -0.063
S1 -2.777 -0.866 0.077
H1 1.842 1.069 -0.499
H2 2.020 0.258 1.407
H3 0.081 -0.495 -1.363
H4 -0.303 -1.255 0.422
H5 -2.571 1.269 0.047

---

*iii*
DFT (wB97M-V/def2-TZVPD) results for C3H5FOS in the gas phase.

Gap between HOMO and LUMO   10.14 eV
Spin multiplicity   1
HOMO   -0.3490 Ha

Atoms and positions in Å:
C1 1.372 -0.657 -1.177
C2 1.145 -0.689 0.152
C3 -1.249 0.570 0.633
O1 -1.295 -2.001 0.113
F1 2.194 -0.406 0.973
S1 -0.482 -1.138 0.987
H1 0.528 -0.922 -1.967
H2 2.271 -0.251 -1.559
H3 -1.271 0.632 -0.461
H4 -0.545 1.303 1.036
H5 -2.379 0.671 1.096

---

Which one sits at the bottom of the stability order? *ii* does.